Here is C4H2OS in the gas phase in a non-equilibrium geometry from the Open Molecules 2025 dataset. Energies are from the ωB97M-V functional and the def2-TZVPD basis.

Cartesian coordinates (Å):
C: -0.04660 -0.20111 -0.34533
C: -2.57752 0.01252 0.63165
C: 1.25328 -0.43194 -0.07062
C: -1.46405 -0.14091 0.22464
O: 3.59637 0.88820 -0.19491
S: 2.97916 -0.46689 -0.05017
H: -0.30400 0.04686 -1.34041
H: -3.43664 0.29327 1.14515

Calculated values
E_tot	-17057.175	eV
frontier orbital gap (spin up / spin down)	0.3061 / 0.3059	hartree
LUMO level (spin up / spin down)	-1.084 / -1.088	eV
net charge	0
2S+1	1

Atomic partial charges in e from the natural (NBO) method, atoms 1 to 5: -0.276, -0.169, -0.240, -0.042, -0.870

=====

Here is a molecular structure, C4H30BO23 in a non-equilibrium geometry from the Open Molecules 2025 dataset. Energies are from the ωB97M-V functional and the def2-TZVPD basis.

Cartesian coordinates (Å):
O: -60.41135 -6.85906 -3.61779
C: -61.50506 -6.60141 -3.12291
O: -62.59498 -7.02322 -3.55174
B: -63.65979 -6.30044 -2.90538
O: -62.99351 -5.24194 -2.04675
C: -61.75297 -5.55689 -2.09988
O: -61.00219 -4.68325 -1.87274
O: -64.45713 -7.29876 -2.15732
C: -65.67873 -7.03829 -2.49252
O: -66.67405 -7.62167 -1.93295
C: -65.75117 -6.04958 -3.48508
O: -64.64485 -5.60436 -3.71862
O: -66.77789 -5.30898 -3.61105
O: -68.03776 -8.68203 -0.47919
H: -67.64358 -8.07954 -1.25081
H: -67.39988 -8.44786 0.17892
O: -59.04194 -9.59027 -4.51120
H: -58.28306 -9.95851 -4.11569
H: -59.44944 -8.98738 -3.84552
O: -64.21917 -9.64303 -0.97189
H: -63.87633 -9.10894 -0.07526
H: -64.44020 -8.79674 -1.53350
O: -62.46683 -2.18084 -2.09958
H: -61.72192 -2.88959 -2.27365
H: -63.30302 -2.49309 -1.85108
O: -62.82554 -5.24375 0.94152
H: -63.60396 -5.46924 1.25959
H: -62.74545 -5.30868 0.02357
O: -63.05359 -4.42609 -5.82177
H: -63.63351 -4.00357 -6.46977
H: -63.40828 -5.38164 -5.85482
O: -66.15813 -8.67055 -5.09930
H: -65.36926 -8.49547 -5.60313
H: -66.03348 -9.22117 -4.29375
O: -69.64849 -5.53346 -4.47370
H: -69.34223 -5.27783 -3.57918
H: -68.93106 -5.59826 -5.14267
O: -68.54095 -7.83062 -4.17425
H: -68.77893 -6.84856 -3.92479
H: -67.50156 -7.93868 -4.45075
O: -57.81085 -6.92297 -2.74751
H: -58.47843 -6.42369 -3.20545
H: -57.43723 -6.16664 -2.21498
O: -65.23946 -2.81871 -1.92276
H: -65.21807 -1.94850 -1.87280
H: -65.57122 -3.21345 -2.81117
O: -61.29666 -8.03862 -6.42594
H: -61.07895 -9.06042 -6.04795
H: -61.02112 -7.52720 -5.79238
O: -58.99666 -3.60832 -0.18228
H: -59.32647 -3.86572 0.82722
H: -59.91439 -3.62542 -0.60576
O: -64.55361 -2.33914 -4.61717
H: -64.66382 -1.73363 -5.36235
H: -64.19091 -3.05952 -4.99782
O: -67.66367 -2.89226 -5.24470
H: -67.20882 -2.52280 -6.16187
H: -67.17822 -3.48636 -4.84436

Calculated values
E_tot	-52404.722	eV
frontier orbital gap	0.2949	hartree
LUMO level	0.756	eV
net charge	-1
2S+1	1

Atomic partial charges in e from the natural (NBO) method, atoms 1 to 5: -0.598, 0.701, -0.611, 1.151, -0.618

=====

Here is 16 unconnected molecules or ions with the total composition C4H30BO23 in a non-equilibrium geometry from the Open Molecules 2025 dataset. Energies are from the ωB97M-V functional and the def2-TZVPD basis.

Cartesian coordinates (Å):
O: -3.37996 -0.95357 1.40510
C: -2.27262 -0.89542 0.91312
O: -1.53319 0.11012 0.47365
B: -0.21975 -0.25979 0.11449
O: -0.07994 -1.66085 0.55038
C: -1.28797 -2.12246 1.00855
O: -1.70886 -3.23803 1.27152
O: 0.85517 0.57423 0.73700
C: 1.66344 1.02584 -0.18150
O: 2.64376 1.69461 -0.00849
C: 1.24040 0.44401 -1.54322
O: 0.06631 -0.28241 -1.36258
O: 1.88436 0.42867 -2.57653
O: -2.81276 -0.54398 5.03160
H: -3.05744 0.37310 5.15540
H: -2.59224 -0.61022 4.10251
O: 4.08950 -1.33775 -3.51128
H: 3.19411 -1.54375 -3.24285
H: 4.49664 -0.97011 -2.72687
O: -0.45600 -1.44347 -4.89691
H: -1.17142 -0.81130 -4.96577
H: -0.24703 -1.46865 -3.96314
O: 0.89694 -3.17437 -2.20647
H: 0.58390 -4.07884 -2.21926
H: 0.80648 -2.90199 -1.29333
O: 3.34636 0.64070 -5.31969
H: 4.27380 0.42507 -5.41757
H: 3.01113 -0.01395 -4.70708
O: -0.65573 -5.46512 4.05833
H: -0.78242 -5.32418 3.12007
H: -0.81862 -6.39985 4.18474
O: -3.49740 1.77822 -1.34230
H: -4.37456 1.83263 -0.96300
H: -2.92273 2.14794 -0.67202
O: 5.26491 3.21339 1.10106
H: 5.39996 2.88824 0.21096
H: 4.33685 3.05686 1.27551
O: -3.61713 2.46278 1.46107
H: -3.48634 1.68104 0.92439
H: -4.44423 2.30557 1.91651
O: 2.32930 3.39254 2.75094
H: 2.79680 3.35680 3.58544
H: 2.29081 2.48201 2.45823
O: 4.26816 2.00757 -2.11744
H: 3.54904 1.79611 -1.52214
H: 4.10800 1.46495 -2.88954
O: -0.42257 1.94180 3.90858
H: 0.23316 1.60772 3.29652
H: -0.30962 1.40900 4.69572
O: 3.47116 4.49554 -1.27517
H: 3.63498 3.70229 -1.78523
H: 2.54111 4.45042 -1.05333
O: -6.52804 -1.26227 -0.22793
H: -5.75818 -1.02942 0.29105
H: -6.25587 -1.12598 -1.13544
O: -4.46271 -3.65399 1.54111
H: -4.49257 -3.25458 2.41048
H: -3.62869 -3.36346 1.17203

Calculated values
E_tot	-52403.932	eV
frontier orbital gap (spin up / spin down)	0.2288 / 0.0636	hartree
LUMO level (spin up / spin down)	-3.852 / -8.347	eV
expectation value of S²	0.7576
net charge	0
2S+1	2

Atomic partial charges in e from the natural (NBO) method, atoms 1 to 5: -0.338, 0.728, -0.553, 1.154, -0.563

=====

Here is 11 unconnected molecules or ions with the total composition C4H30N2O12 in a non-equilibrium geometry from the Open Molecules 2025 dataset. Energies are from the ωB97M-V functional and the def2-TZVPD basis.

Cartesian coordinates (Å):
C: -1.08365 -1.92829 1.84607
C: -1.27401 -0.65064 1.04123
N: -2.52970 -0.59789 0.31932
C: -0.09371 -0.55038 0.03250
O: 0.33749 -1.59752 -0.43977
N: 0.29907 0.64351 -0.46270
C: -0.45690 1.80833 -0.11633
O: -0.27099 2.17464 1.26213
H: -1.24083 -2.82630 1.23676
H: -0.09103 -2.10869 2.24868
H: -1.88926 -2.04162 2.56672
H: -1.18550 0.21265 1.67868
H: -2.55715 -1.25871 -0.44306
H: -3.32854 -0.63101 0.93191
H: 1.22045 0.71322 -0.87049
H: -0.15028 2.67576 -0.68126
H: -1.51859 1.64446 -0.26252
H: 0.69751 2.21753 1.39441
O: 1.27902 -0.16206 3.52701
H: 1.60933 -1.03297 3.75936
H: 0.92452 0.29143 4.29465
O: -2.68795 3.07432 1.95031
H: -1.76903 2.75265 2.04517
H: -3.04912 2.33138 1.44882
O: 0.91655 -1.94368 -3.96340
H: 1.65462 -1.39259 -3.68702
H: 0.46097 -2.13832 -3.14338
O: 2.36224 1.31615 -2.64749
H: 3.04000 0.98549 -3.23363
H: 1.46252 1.03267 -2.84757
O: 2.32930 -3.47688 -1.84435
H: 2.15549 -2.68518 -1.33484
H: 1.50932 -3.85093 -2.16610
O: -1.89347 -1.79530 -2.50022
H: -2.44552 -1.03979 -2.28625
H: -1.07294 -1.74417 -1.99745
O: 2.57108 -1.94502 0.96167
H: 1.71992 -1.69190 0.60810
H: 2.95348 -2.74792 0.61466
O: 2.07918 3.40389 1.04834
H: 2.53284 3.78848 1.80723
H: 1.54433 4.14028 0.72979
O: -1.75820 1.03111 4.07711
H: -1.77242 0.13565 3.73810
H: -1.34395 1.61722 3.44746
O: -0.73734 0.99662 -3.57484
H: -1.22845 0.18322 -3.73499
H: -0.55613 1.34005 -4.45587

Calculated values
E_tot	-32185.146	eV
frontier orbital gap	0.3762	hartree
LUMO level	0.144	eV
net charge	0
2S+1	1

Atomic partial charges in e from the natural (NBO) method, atoms 1 to 5: -0.640, -0.157, -0.865, 0.732, -0.719